Entry 1:
Density functional theory data (ωB97M-V/def2-TZVPD) for a molecular structure, C30H28F5N6S2Tl.

The frontier orbital gap is 7.8 eV. Its charge is 0. Its energy relative to the best compared isomer or geometry (same formula, charge and spin) is 0.2277 eV. The value obtained for the HOMO energy is -0.2711 hartree. The value obtained for the total energy is -80458.7387 eV.

Each line ends with the Mulliken charge.
Positions of all 72 atoms, in Å:
1 Tl 0.3576 -1.8059 -0.0077  0.6881
2 C -2.2657 -0.4163 2.4207  -1.0152
3 N -0.8865 0.0097 2.3084  0.1213
4 C 0.0031 -0.3473 3.4119  -0.8672
5 C 1.3697 -0.5826 2.8476  -0.1669
6 N 2.0157 0.2990 2.1326  -0.4828
7 C 3.1504 -0.3637 1.6813  1.1739
8 C 4.1703 0.0776 0.8392  -0.5729
9 C 5.1685 -0.8189 0.5141  -0.7452
10 C 5.1658 -2.1322 1.0111  -0.4366
11 C 4.1646 -2.5868 1.8467  -1.2332
12 C 3.1612 -1.6783 2.1664  0.5146
13 N 2.0151 -1.7826 2.9337  0.1389
14 C -2.8506 -0.6671 1.0641  -0.2292
15 N -2.1898 -0.7102 -0.0635  0.2568
16 C -3.1287 -1.0762 -1.0286  0.2008
17 C -2.9640 -1.3177 -2.3897  -0.6525
18 C -4.0784 -1.7105 -3.1072  -0.7008
19 C -5.3329 -1.8491 -2.4962  -0.4585
20 C -5.5124 -1.6028 -1.1477  -1.0943
21 C -4.3849 -1.2200 -0.4330  0.4628
22 N -4.1757 -0.9359 0.9063  0.0862
23 H -2.9108 0.2901 2.9617  0.3303
24 H -2.2938 -1.3683 2.9574  0.3651
25 H -0.8203 0.9978 2.1056  0.3318
26 H -0.3609 -1.2595 3.8834  0.4056
27 H 0.0649 0.4319 4.1787  0.3671
28 H 4.1682 1.0879 0.4518  0.2955
29 H 5.9734 -0.5072 -0.1387  0.4337
30 H 5.9660 -2.8040 0.7298  0.3975
31 H 4.1578 -3.6011 2.2231  0.4263
32 H 1.5967 -2.6336 3.2755  0.2827
33 H -1.9957 -1.2134 -2.8616  0.4307
34 H -3.9828 -1.9196 -4.1643  0.4330
35 H -6.1781 -2.1676 -3.0916  0.3989
36 H -6.4775 -1.7273 -0.6744  0.4483
37 H -4.8412 -1.0388 1.6533  0.2923
38 F -5.5276 -5.0425 -1.2438  -0.4106
39 C -4.4513 -4.7185 -0.5231  0.8163
40 C -4.5854 -4.3161 0.7922  0.2967
41 F -5.8076 -4.2122 1.3311  -0.3777
42 C -3.4718 -3.9743 1.5336  -0.0684
43 F -3.6818 -3.5607 2.7960  -0.4804
44 C -2.1785 -4.0123 1.0177  0.3553
45 S -0.7708 -3.5870 1.9667  -0.4925
46 C -2.0887 -4.4107 -0.3177  0.4056
47 F -0.8853 -4.4586 -0.9224  -0.4645
48 C -3.1878 -4.7564 -1.0827  0.0427
49 F -3.0350 -5.1234 -2.3579  -0.3878
50 C 1.7360 -2.6508 -4.3247  -0.9790
51 S 0.7609 -1.3747 -3.5127  0.1479
52 C 2.0918 -0.2631 -3.0324  -0.3379
53 H 2.4713 -3.0698 -3.6379  0.2346
54 H 2.2407 -2.2526 -5.2041  0.3381
55 H 1.0553 -3.4414 -4.6348  0.3432
56 H 2.6047 0.1308 -3.9088  0.4719
57 H 2.8039 -0.7752 -2.3825  0.2072
58 H 1.6487 0.5600 -2.4755  -0.2010
59 N 0.3473 1.3886 -0.3230  0.2466
60 C 0.7237 2.5526 -0.9807  0.0290
61 C -0.0534 3.0700 -2.0188  -0.2875
62 C 0.3672 4.1905 -2.7171  -0.5414
63 C 1.5650 4.8169 -2.4014  -0.5392
64 C 2.3380 4.3048 -1.3675  -0.6099
65 C 1.9278 3.1858 -0.6623  -0.1503
66 H -0.6312 1.1397 -0.3446  0.0032
67 H 0.8003 1.2093 0.5637  -0.1665
68 H -0.9863 2.5817 -2.2788  0.4450
69 H -0.2498 4.5758 -3.5193  0.3828
70 H 1.8897 5.6905 -2.9499  0.3710
71 H 3.2724 4.7841 -1.1030  0.3946
72 H 2.5280 2.7954 0.1518  0.3357

***

Entry 2:
Density functional theory data (ωB97M-V/def2-TZVPD) for a single C2H9N2OP molecule.

As for the SMILES: CP(C)(=N)ON. The frontier orbital gap is 10.3 eV. Its charge is 0. Its energy relative to the best compared isomer or geometry (same formula, charge and spin) is 1.7960 eV. The value obtained for the HOMO energy is -0.3466 hartree. The value obtained for the total energy is -16535.5566 eV.

Each line ends with the Mulliken charge.
Positions of all 15 atoms, in Å:
1 C -1.4708 0.8429 0.3600  -1.0594
2 C 1.0249 1.1135 -1.1495  -1.0659
3 N 0.9529 -1.5582 1.6949  -0.4616
4 N -0.6948 -1.3762 -0.9724  -0.8064
5 O 1.0018 -0.3543 0.9438  -0.3301
6 P -0.0713 -0.1057 -0.3194  0.9175
7 H -1.8888 1.4311 -0.4541  0.3542
8 H -2.2271 0.1383 0.6958  0.3118
9 H -1.1516 1.4935 1.1674  0.3421
10 H 0.6987 1.2651 -2.1772  0.3614
11 H 1.0177 2.0565 -0.6115  0.3163
12 H 2.0355 0.7057 -1.1404  0.3303
13 H 0.5890 -2.2824 1.0645  0.3130
14 H 0.2539 -1.4313 2.4306  0.2413
15 H -0.0700 -1.9384 -1.5324  0.2356

***

Entry 3:
Density functional theory data (ωB97M-V/def2-TZVPD) for a molecular structure, C34H32Cl4F4N4O2V.

The expectation value of S² is 0.781. The frontier orbital gap (spin up / spin down) is 6.8 / 7.0 eV. Its charge is 0. Its energy relative to the best compared isomer or geometry (same formula, charge and spin) is 0.4963 eV. The value obtained for the HOMO energy (spin up / spin down) is -0.2694 / -0.2740 hartree. Its spin multiplicity is 2. The value obtained for the total energy is -132480.8161 eV.

Each line ends with the Mulliken spin population.
Positions of all 81 atoms, in Å:
1 V 0.9581 0.6189 1.7236  1.1821
2 C 4.9115 -0.3393 -0.7022  -0.0009
3 C 3.7440 0.2252 0.1032  0.0027
4 N 2.4441 -0.4340 -0.1538  -0.0159
5 C 2.0201 -0.3476 -1.5602  0.0098
6 C 2.0563 1.0766 -2.0781  -0.0016
7 C 2.4526 -1.8140 0.3080  -0.0010
8 C 2.6778 -1.9454 1.8210  0.0055
9 N 2.0368 -0.8318 2.4485  -0.1142
10 C 2.2080 -0.2152 3.6933  0.0216
11 C 1.3453 0.8793 3.6989  -0.0951
12 F 2.1877 1.9560 1.5489  0.0277
13 C 1.3603 1.7405 4.7541  0.0083
14 F 0.5788 2.8437 4.7682  -0.0006
15 C 2.1441 1.5052 5.8824  -0.0239
16 C 2.9550 0.3920 5.8611  0.0193
17 F 3.7345 0.1143 6.9228  0.0012
18 C 3.0102 -0.4773 4.7785  -0.0168
19 F 3.8323 -1.5518 4.8158  -0.0008
20 H 5.8224 0.1969 -0.4325  0.0002
21 H 4.7670 -0.2206 -1.7780  0.0000
22 H 5.0882 -1.3977 -0.5030  -0.0001
23 H 3.6275 1.2854 -0.0837  -0.0015
24 H 3.9467 0.1444 1.1682  0.0006
25 H 1.0084 -0.7582 -1.6199  0.0007
26 H 2.6432 -0.9842 -2.2035  -0.0001
27 H 1.5971 1.7549 -1.3606  0.0017
28 H 1.5188 1.1508 -3.0226  0.0001
29 H 3.0776 1.4159 -2.2517  -0.0002
30 H 3.2066 -2.4226 -0.2060  0.0002
31 H 1.4710 -2.2185 0.0484  -0.0014
32 H 3.7324 -1.9886 2.1058  -0.0034
33 H 2.2286 -2.9057 2.1029  -0.0040
34 H 2.1382 2.1678 6.7362  -0.0012
35 Cl -2.0423 1.2685 3.7656  0.0008
36 C -1.9950 0.4983 5.3357  0.0007
37 Cl -1.1010 -1.0418 5.3515  0.0001
38 H -3.0133 0.2717 5.6233  0.0001
39 H -1.5171 1.1741 6.0340  -0.0003
40 Cl 0.6598 0.6310 -4.7311  0.0000
41 C -0.6874 -0.4078 -4.3934  0.0001
42 C -0.4777 -1.7751 -4.4809  0.0000
43 C -1.5314 -2.6612 -4.3322  0.0000
44 C -2.7993 -2.1570 -4.0902  0.0000
45 C -2.9855 -0.7937 -3.9654  0.0000
46 Cl -4.5916 -0.2193 -3.6176  0.0000
47 C -1.9427 0.1392 -4.1104  -0.0001
48 N -2.2036 1.4941 -4.0503  0.0000
49 C -1.3720 2.5069 -3.4578  0.0002
50 C -1.0651 3.6093 -4.2400  0.0000
51 C -0.3502 4.6707 -3.7090  0.0000
52 C 0.0513 4.6281 -2.3828  -0.0002
53 C -0.2548 3.5264 -1.5990  -0.0008
54 C -0.9615 2.4478 -2.1203  0.0005
55 C -1.3194 1.2438 -1.2774  -0.0021
56 C -1.4497 1.5053 0.1994  0.0041
57 O -2.5251 1.5237 0.7341  -0.0036
58 O -0.2950 1.6680 0.9018  -0.0345
59 H 0.5192 -2.1290 -4.7068  0.0000
60 H -1.3706 -3.7267 -4.4264  0.0000
61 H -3.6545 -2.8114 -3.9930  0.0000
62 H -3.1875 1.7105 -4.0132  0.0000
63 H -1.3933 3.6180 -5.2717  0.0000
64 H -0.1124 5.5266 -4.3275  0.0000
65 H 0.6022 5.4539 -1.9513  0.0000
66 H 0.0502 3.5098 -0.5599  0.0012
67 H -0.5855 0.4409 -1.4248  0.0026
68 H -2.2927 0.8735 -1.5887  -0.0001
69 N -0.4228 -0.8212 1.5775  -0.0391
70 C -1.3892 -1.4131 1.4062  0.0504
71 C -2.6064 -2.1593 1.1907  0.0050
72 C -2.9940 -2.4661 -0.1088  0.0059
73 C -4.1682 -3.1751 -0.2993  -0.0006
74 C -4.9342 -3.5600 0.7944  0.0018
75 C -4.5406 -3.2349 2.0855  -0.0008
76 C -3.3675 -2.5281 2.2928  0.0065
77 H -2.3930 -2.1501 -0.9533  0.0018
78 H -4.4879 -3.4198 -1.3015  0.0000
79 H -5.8483 -4.1185 0.6379  0.0001
80 H -5.1486 -3.5256 2.9314  0.0001
81 H -3.0359 -2.2605 3.2881  0.0013

***

Entry 4:
Density functional theory data (ωB97M-V/def2-TZVPD) for 2 unconnected molecules or ions with the total composition C4H8NO2.

The frontier orbital gap is 9.8 eV. Its charge is +1. Its energy relative to the best compared isomer or geometry (same formula, charge and spin) is 3.6226 eV. The value obtained for the HOMO energy is -0.5210 hartree. The value obtained for the total energy is -9852.7081 eV.

Each line ends with the Mulliken charge.
Positions of all 15 atoms, in Å:
1 C -0.6599 0.5786 1.0650  -0.4741
2 C 0.1326 1.7585 1.4506  0.0341
3 C -0.1497 -0.3653 0.3337  0.5630
4 C 1.0083 -1.1727 -0.0304  -0.3760
5 N -0.4034 -1.7055 -0.2146  -0.2005
6 O 1.2729 1.7307 1.7793  -0.3954
7 O -0.1343 0.6164 -1.8122  -0.5987
8 H -1.7598 0.5989 1.3397  0.3273
9 H -0.5910 2.5456 1.5590  0.3571
10 H 1.6961 -1.6947 0.6691  0.2828
11 H 1.5284 -1.0241 -1.0056  0.2226
12 H -0.3675 1.5155 -1.4551  0.3096
13 H -0.7869 -2.5121 0.3467  0.3218
14 H -0.6833 -1.5474 -1.2180  0.3250
15 H -0.1026 0.6775 -2.8070  0.3013

***

Entry 5:
Density functional theory data (ωB97M-V/def2-TZVPD) for a single C2H3N3O2 molecule.

As for the SMILES: COc1nnon1. The frontier orbital gap is 10.9 eV. Its charge is 0. Its energy relative to the best compared isomer or geometry (same formula, charge and spin) is 4.0106 eV. The value obtained for the HOMO energy is -0.3961 hartree. The value obtained for the total energy is -10684.4462 eV.

Each line ends with the Mulliken charge.
Positions of all 10 atoms, in Å:
1 C -1.6157 0.1922 0.0370  -0.5842
2 C 0.5578 -0.4838 -0.0663  0.7173
3 H -1.4405 0.8612 -0.8045  0.3040
4 H -2.6745 -0.2315 0.0300  0.2052
5 H -1.4585 0.7610 0.9743  0.2929
6 N 0.9599 0.8202 -0.0444  -0.1342
7 N 2.2128 0.7972 -0.0575  -0.1566
8 N 1.5433 -1.3263 0.0181  -0.3428
9 O -0.7351 -0.9063 -0.1062  -0.3036
10 O 2.6507 -0.4838 0.0194  0.0020

***

Entry 6:
Density functional theory data (ωB97M-V/def2-TZVPD) for 2 unconnected molecules or ions with the total composition C8H10F3NO.

As for the SMILES: C#CC(=C)C(F)(F)F.CC(C)=[NH+][O-]. The frontier orbital gap (spin up / spin down) is 9.0 / 9.0 eV. Its charge is 0. Its energy relative to the best compared isomer or geometry (same formula, charge and spin) is 4.8408 eV. The value obtained for the HOMO energy (spin up / spin down) is -0.3090 / -0.3090 hartree. The value obtained for the total energy is -20142.6579 eV.

Each line ends with the Mulliken charge.
Positions of all 23 atoms, in Å:
1 C -0.3001 -1.8810 1.7661  -0.0099
2 C 0.4589 -0.9681 1.9226  -0.4731
3 C -0.9669 0.1796 -2.3473  0.7704
4 C -2.2287 0.6680 -2.7495  -1.2827
5 C -0.6106 -1.2975 -2.5231  -1.3389
6 C 2.1640 0.8406 1.5585  -0.7478
7 C 1.2215 0.1825 2.3127  0.2363
8 C 1.2043 0.3561 3.7907  0.8435
9 N 0.0164 0.9241 -1.8443  0.1492
10 O 1.1639 0.5557 -1.4731  -0.6792
11 F 2.1431 1.2118 4.2480  -0.2947
12 F 0.0620 0.8049 4.2321  -0.2714
13 F 1.3634 -0.7793 4.3757  -0.2507
14 H -1.1504 -2.5159 1.9764  0.3637
15 H -2.9533 -0.2680 -3.0310  0.2675
16 H -2.7041 1.1764 -1.9829  0.3919
17 H -2.1544 1.3471 -3.5334  0.3596
18 H -1.0176 -1.7892 -1.7341  0.3272
19 H 0.4819 -1.3338 -2.4371  0.3946
20 H -0.9702 -1.5728 -3.4527  0.4577
21 H 2.1927 0.6578 0.4910  0.3723
22 H 2.8055 1.6553 2.1268  0.2260
23 H -0.2212 1.8455 -1.6921  0.1885